Entry 1:
Computed, not measured: a structure of composition C3H2FO3Tl, with wB97M-V/def2-TZVPD.

Structure (ORCA input):
```
! RIJCOSX wB97M-V def2-TZVPD def2/J DEFGRID3
* xyz 3 2
C -0.3363 -0.2389 -1.1858
C 1.1118 -0.0648 -0.8317
O 1.0641 0.5665 0.3412
C -0.1544 0.3077 0.9524
O -0.9449 -0.2984 0.0095
O -0.4363 0.5661 2.0638
Tl -1.8813 0.3098 3.6306
F -1.0211 0.3887 -2.0658
H 1.8977 -0.8352 -0.8583
H 0.7007 -0.7015 -2.0560
*
```

As for the frontier orbital gap (alpha / beta): 6.7 / 3.7 eV. The value obtained for the HOMO energy (alpha / beta) is -24.339 / -23.688 eV.

=====

Entry 2:
Computed, not measured: a structure of composition C3H2FeO2, with wB97M-V/def2-TZVPD.

Structure (ORCA input):
```
! RIJCOSX wB97M-V def2-TZVPD def2/J DEFGRID3
* xyz 2 7
O 0.9633 0.1019 -0.7920
C 0.1567 -0.8387 -0.3068
C 0.4144 0.9962 0.3649
O -0.0449 -2.0072 -0.6584
C -0.6924 -0.0041 0.5214
Fe -2.0929 -1.3283 -0.2825
H 0.1603 1.9871 -0.0324
H 1.1355 1.0932 1.1858
*
```

As for the frontier orbital gap (alpha / beta): 8.9 / 7.7 eV. The value obtained for the HOMO energy (alpha / beta) is -21.050 / -22.828 eV.

=====

Entry 3:
Computed, not measured: the molecule C3H2I2, with wB97M-V/def2-TZVPD.

Structure (ORCA input):
```
! RIJCOSX wB97M-V def2-TZVPD def2/J DEFGRID3
* xyz 0 1
C -0.3351 1.4822 0.2528
C -0.2384 -1.7349 0.3894
C -0.6791 -0.0474 0.0135
I 1.8099 -1.9695 0.1768
I 1.6758 2.0800 0.0826
H -1.8239 -0.0535 0.1220
H -0.4091 0.2432 -1.0370
*
```

As for the frontier orbital gap: 6.6 eV. The value obtained for the HOMO energy is -8.410 eV.

=====

Entry 4:
Computed, not measured: the ion C3H2I3N2 with charge +1, with wB97M-V/def2-TZVPD.

Structure (ORCA input):
```
! RIJCOSX wB97M-V def2-TZVPD def2/J DEFGRID3
* xyz 1 1
C 0.3223 1.2116 -0.1833
C 1.0068 0.0480 -0.0561
C -0.9158 -1.2165 0.5990
N -0.9693 1.1562 -0.0652
N 0.3237 -1.1548 0.1809
I 3.1153 -0.1310 -0.0019
I -2.2932 -2.6179 -0.0151
I -2.2994 2.6330 0.0581
H 0.8006 2.0824 -0.3669
H 0.9092 -2.0111 -0.1496
*
```

As for the frontier orbital gap (alpha / beta): 6.1 / 6.6 eV. The value obtained for the HOMO energy (alpha / beta) is -12.438 / -12.909 eV.

=====

| no. | F_max (eV/Å) |
| --- | --- |
| 1 | 4.89 |
| 2 | 5.02 |
| 3 | 3.39 |
| 4 | 3.34 |